20
Properties=species:S:1:pos:R:3:mulliken_charge:R:1 method="wB97M-V/def2-TZVPD" orbital_gap_ha="0.2463 / 0.2607" max_force_ev_per_a=3.92 e_homo_ev="-7.5 / -8.0"
C 1.60 1.98 0.24 -0.8350
C 2.70 1.10 0.01 -0.2987
C 0.37 1.48 0.10 -0.6158
C 2.53 -0.20 -0.32 -0.4143
C 0.12 0.10 -0.20 0.4982
C 1.28 -0.77 -0.35 0.5713
C -1.14 -0.45 -0.25 -0.4213
C -2.36 0.38 0.00 -0.4732
N -0.38 -2.75 0.17 -0.5367
O -3.60 -0.38 -0.08 -0.5387
S 1.19 -2.43 0.16 0.0588
H 1.66 2.97 0.50 0.4822
H 3.74 1.56 0.16 0.2542
H -0.45 2.05 0.26 0.4792
H 3.47 -0.92 -0.44 0.2145
H -1.47 -1.37 -0.64 0.4601
H -2.50 1.13 -0.73 0.3502
H -2.57 0.80 1.03 0.2740
H -0.59 -3.17 1.06 0.2009
H -3.60 -1.11 -0.68 0.2900